[1]
19
Properties=species:S:1:pos:R:3 method="wB97M-V/def2-TZVPD" relative_energy_ev=1.360 gap_ev=8.73 total_charge=+1 lumo_energy_ev=-3.90 homo_ev=-12.6
Cs -0.0759 2.5867 -2.3090
C 5.5347 -0.4892 -0.0771
C 4.8431 -0.1654 1.1837
O 3.5040 0.1294 0.8126
H 6.5325 -0.8310 0.1981
H 5.7084 0.2803 -0.8294
H 5.0788 -1.2464 -0.7150
H 5.4204 0.5074 1.8179
H 4.9605 -1.0916 1.7463
H 2.8556 0.1504 1.5204
C -5.4543 0.8889 -0.1968
C -4.9367 -0.5105 -0.5413
O -3.5063 -0.5480 -0.4127
H -5.1764 1.6641 -0.9109
H -4.9471 1.2330 0.7045
H -6.5219 0.8430 0.0184
H -5.1719 -0.8421 -1.5527
H -5.4848 -1.1384 0.1611
H -3.1626 -1.4206 -0.6180



[2]
21
Properties=species:S:1:pos:R:3 method="wB97M-V/def2-TZVPD" gap_ev="3.32 / 10.54" total_charge=0 lumo_energy_ev="0.02 / -0.03" spin_multiplicity=2 homo_ev="-3.3 / -10.6"
Cs 28.1848 -23.6516 2.1639
C 30.5836 -27.6854 3.2446
C 30.3544 -27.1523 1.8280
O 30.1364 -25.7315 1.6678
O 31.8022 -27.2835 3.7984
H 30.3772 -28.7546 3.2927
H 29.7532 -27.4404 3.9068
H 29.5238 -27.7450 1.4447
H 31.2044 -27.4847 1.2322
H 30.8482 -25.3682 1.1358
H 31.6110 -26.3521 3.9307
C 24.3871 -25.4428 2.8509
C 24.2382 -26.6164 3.8530
O 25.3391 -26.7380 4.7583
O 25.5578 -25.5097 2.0763
H 24.4618 -24.4697 3.3364
H 23.5128 -25.3478 2.2069
H 24.1179 -27.5722 3.3430
H 23.3118 -26.5736 4.4258
H 26.1813 -26.9958 4.3764
H 25.6329 -24.9358 1.3104



[3]
21
Properties=species:S:1:pos:R:3 method="wB97M-V/def2-TZVPD" relative_energy_ev=10.049 gap_ev=6.48 total_charge=-1 lumo_energy_ev=3.40 homo_ev=-3.1
I -14.4405 18.2694 -6.5178
C -12.0033 17.5058 -5.2408
C -11.0615 16.9115 -4.1980
O -11.6130 17.1080 -2.8815
O -12.9407 16.5958 -5.6891
H -11.4798 17.7700 -6.1597
H -12.5011 18.4197 -4.9169
H -10.0402 17.2551 -4.3625
H -11.0393 15.8440 -4.4172
H -12.2060 16.3848 -2.6647
H -13.7063 16.9957 -6.1080
C -13.2837 19.8850 -3.1234
C -13.7053 18.5832 -3.9087
O -15.0801 18.2921 -3.9516
O -14.0240 21.0358 -3.5215
H -12.2228 20.1271 -3.1877
H -13.6082 19.8624 -2.0831
H -13.2446 17.7061 -3.4544
H -13.3619 18.7486 -4.9299
H -15.3370 18.2178 -4.8736
H -13.6796 21.9032 -3.2967



[4]
19
Properties=species:S:1:pos:R:3 method="wB97M-V/def2-TZVPD" relative_energy_ev=0.136 gap_ev=10.62 total_charge=+1 lumo_energy_ev=-3.58 homo_ev=-14.2
K -0.8889 -2.6722 0.0036
C 1.8972 -0.3117 0.3333
C 2.0028 -1.3643 -0.7445
O 0.8935 -1.3094 -1.6445
H 1.8988 0.6986 -0.0841
H 2.8033 -0.3095 0.9457
H 1.0139 -0.4618 0.9543
H 2.0320 -2.3479 -0.2622
H 2.9598 -1.2765 -1.2609
H 1.0863 -0.6939 -2.3572
C -1.7515 1.4715 1.3962
C -1.5634 1.1756 -0.0721
O -2.0007 -0.1627 -0.3262
H -1.1200 0.8185 2.0080
H -2.7770 1.3016 1.7237
H -1.4948 2.4955 1.6662
H -0.5205 1.3071 -0.3795
H -2.1333 1.8890 -0.6763
H -2.3376 -0.2475 -1.2234



[5]
22
Properties=species:S:1:pos:R:3 method="wB97M-V/def2-TZVPD" gap_ev=2.45 total_charge=+3 lumo_energy_ev=-16.14 homo_ev=-18.6
C 2.5103 -0.9832 0.0310
C 2.2763 0.2119 -0.8285
O 3.0359 0.6835 -1.5619
O 0.9351 0.8521 -0.7818
C 0.4838 1.0444 0.5112
C -1.0441 1.5739 0.5147
Si -2.3591 0.1707 0.1040
P -1.4554 -1.6436 -0.8846
N -0.9854 -2.7497 0.2061
H 2.6082 -0.6364 1.0455
H 3.4198 -1.4597 -0.2515
H 1.6562 -1.6371 0.0066
H 0.4542 0.1699 1.1410
H 1.1485 1.8568 0.9727
H -1.1743 2.4923 -0.1255
H -1.2226 1.8857 1.5479
H -2.9215 -0.2689 1.3905
H -3.4627 0.7765 -0.6595
H -2.4366 -2.1743 -1.7501
H -0.3317 -1.3087 -1.6646
H -1.1709 -2.4394 1.1540
Lu 0.0359 3.5834 -0.1170



[6]
18
Properties=species:S:1:pos:R:3 method="wB97M-V/def2-TZVPD" relative_energy_ev=2.534 gap_ev=9.16 total_charge=0 lumo_energy_ev=1.00 homo_ev=-8.2
C -2.7191 0.6881 0.5412
C -2.6991 0.6955 -0.8227
N -3.4586 -0.0903 -1.7271
H -3.7098 0.4708 0.7605
H -1.9845 1.2082 1.1897
H -1.8471 1.1932 -1.1952
H -3.5804 -0.9910 -1.2214
H -3.1842 -0.2313 -2.6680
C 3.1362 0.4259 0.5945
C 2.2285 -0.7296 0.0477
N 0.8192 -0.7630 0.5384
H 2.9148 1.3579 0.1451
H 4.3191 0.2562 0.4853
H 3.1618 0.4401 1.6684
H 2.7315 -1.6308 0.3858
H 2.2843 -0.7374 -1.0362
H 0.8892 -1.5951 1.1292
H 0.6982 0.0326 1.1848



[7]
18
Properties=species:S:1:pos:R:3 method="wB97M-V/def2-TZVPD" relative_energy_ev=2.461 gap_ev=9.46 total_charge=0 lumo_energy_ev=1.04 homo_ev=-8.4
C 2.1683 0.6670 1.3788
N 0.7546 1.0669 1.2650
C -0.0770 0.9262 0.0527
C -0.7201 -0.4861 -0.2147
C -2.0878 -0.5358 -1.1229
N 0.3699 -1.1314 -0.9495
H 2.8385 1.5427 0.9029
H 2.5438 0.8629 2.4244
H 2.4337 -0.2750 1.0332
H 0.2802 0.5852 2.0378
H -0.9089 1.6502 0.3846
H 0.2612 1.1741 -0.9570
H -0.7193 -0.9513 0.8166
H -3.0798 -0.4702 -0.6240
H -2.1247 -1.6521 -1.5549
H -2.0975 0.1859 -1.9334
H 0.2337 -1.0284 -1.9752
H -0.0689 -2.1308 -0.9644



[8]
18
Properties=species:S:1:pos:R:3 method="wB97M-V/def2-TZVPD" relative_energy_ev=0.886 gap_ev=9.77 total_charge=0 lumo_energy_ev=1.20 homo_ev=-8.6
C 0.3591 -1.5338 -1.8161
C -0.5945 -0.5691 -1.0504
C 0.0789 0.8223 -0.7750
N 0.7716 0.9972 0.4632
C 0.0099 1.2044 1.6608
N -0.1513 -0.0018 2.4710
H 1.3715 -1.1882 -1.6040
H 0.1543 -1.5388 -2.8822
H 0.2946 -2.5384 -1.4273
H -1.4873 -0.3795 -1.6305
H -0.8374 -1.0342 -0.0962
H -0.7407 1.5329 -0.8622
H 0.7276 1.0048 -1.6201
H 1.5555 0.3775 0.6052
H 0.5435 1.9253 2.2481
H -0.9143 1.7263 1.3961
H -1.0116 0.0393 3.0003
H -0.1296 -0.8461 1.9192



[9]
18
Properties=species:S:1:pos:R:3 method="wB97M-V/def2-TZVPD" relative_energy_ev=5.675 gap_ev="6.17 / 7.32" total_charge=0 lumo_energy_ev="0.91 / 0.89" homo_ev="-5.3 / -6.4"
C -0.1950 -0.0777 0.7686
C 1.8872 1.0882 -0.1040
C -0.4060 0.7096 -0.3199
C -2.7267 -0.2432 -0.1259
N 0.1964 -1.3746 0.7332
N 2.6321 0.0283 -0.6537
H -0.2945 0.3512 1.7568
H 0.1014 -1.9111 1.5797
H -0.0266 -1.8912 -0.1045
H 2.5638 -0.8300 -0.1188
H 2.4292 -0.1558 -1.6273
H 2.1450 1.3188 0.9253
H 1.8364 1.9667 -0.7394
H -0.7473 1.7200 -0.1872
H -0.3283 0.3246 -1.3248
H -2.6957 -1.1761 -0.6917
H -3.2657 0.5432 -0.6525
H -3.1057 -0.3909 0.8860



[10]
18
Properties=species:S:1:pos:R:3 method="wB97M-V/def2-TZVPD" relative_energy_ev=1.847 gap_ev=9.30 total_charge=0 lumo_energy_ev=0.99 homo_ev=-8.3
C -2.4756 -0.2425 0.0690
N -1.1758 0.4173 0.3940
C -0.3674 0.6613 -0.7790
C 1.1366 1.0089 -0.4773
C 1.5525 0.0067 0.5395
N 1.5540 -1.3975 0.0762
H -3.2348 0.3551 -0.4914
H -2.2437 -1.0924 -0.5388
H -3.0031 -0.6434 0.9572
H -0.5774 0.0622 1.1879
H -0.8965 1.4339 -1.4116
H -0.3661 -0.1665 -1.5454
H 1.0850 1.8884 0.0074
H 1.8519 1.2152 -1.3196
H 1.1135 0.0612 1.5715
H 2.5852 0.2004 0.7667
H 2.4819 -1.7389 0.3619
H 0.9798 -2.0292 0.6319



[11]
18
Properties=species:S:1:pos:R:3 method="wB97M-V/def2-TZVPD" relative_energy_ev=2.114 gap_ev=9.73 total_charge=0 lumo_energy_ev=0.96 homo_ev=-8.8
H -2.3530 1.5132 1.2987
N -2.0244 0.5539 1.2861
C -2.1416 0.0637 0.0918
N -2.4583 -1.3314 0.1384
H -1.8906 0.6972 -0.8061
H -2.7806 -1.7676 -0.7888
H -2.5763 -1.6922 1.1399
C 2.6151 0.2775 -1.6074
C 2.1210 0.7870 -0.2901
C 1.4634 -0.3027 0.5887
H 1.8133 -0.0493 -2.2077
H 3.1937 1.1820 -2.1426
H 3.2627 -0.5848 -1.3403
H 3.0089 1.3129 0.2659
H 1.3537 1.6755 -0.4107
H 1.6470 -0.0788 1.7072
H 1.9503 -1.2507 0.3003
H 0.4031 -0.4675 0.3146



[12]
18
Properties=species:S:1:pos:R:3 method="wB97M-V/def2-TZVPD" relative_energy_ev=0.807 gap_ev=10.32 total_charge=0 lumo_energy_ev=1.09 homo_ev=-9.2
N 0.2267 0.0004 -1.8255
C 1.2579 -0.7579 -1.1697
C 1.0168 -1.0957 0.2964
C 0.4299 0.0666 1.0975
C -1.0796 0.2609 1.1647
N -1.5988 1.4690 0.4969
H 0.1238 0.9096 -1.3998
H -0.6389 -0.5177 -1.7579
H 2.2331 -0.2589 -1.2502
H 1.4630 -1.6495 -1.7885
H 0.2843 -1.9132 0.3734
H 1.8567 -1.5027 0.8567
H 0.9817 1.0080 0.9702
H 0.7204 -0.0523 2.1364
H -1.5460 -0.6379 0.7215
H -1.4910 0.2698 2.1769
H -2.5203 1.7031 0.8361
H -1.6737 1.3530 -0.5023



| no. | E_tot (a.u.) |
| --- | --- |
| 1 | -329.97394 |
| 2 | -480.56979 |
| 3 | -757.98076 |
| 4 | -909.82317 |
| 5 | -2229.71445 |
| 6 | -269.02322 |
| 7 | -269.02592 |
| 8 | -269.08379 |
| 9 | -268.90780 |
| 10 | -269.04846 |
| 11 | -269.03866 |
| 12 | -269.08667 |